1.
The following is a quantum chemistry calculation of a 10-piece molecular cluster, C40H60O30 overall in a non-equilibrium geometry, from the Open Molecules 2025 dataset.

```
130
Properties=species:S:1:pos:R:3:forces:R:3:lowdin_charge:R:1
C 0.053849 -0.039365 -3.933407 0.045 -2.545 0.903 -0.021
C -0.198701 1.053265 -4.842697 2.563 2.008 -1.514 -0.370
C -0.297561 0.805935 -6.394377 0.881 0.697 1.502 -0.087
O -1.459711 1.506205 -6.742597 -1.752 0.382 1.332 0.055
C -2.081631 1.994065 -5.582787 -0.718 -0.323 -0.053 -0.481
O -3.162391 2.495985 -5.535027 0.926 -0.173 -0.468 0.166
O -1.330541 1.755425 -4.461567 -2.022 0.163 -1.434 0.070
H 0.835669 -0.731845 -4.245387 0.308 0.285 -0.336 0.097
H -0.832641 -0.673565 -3.939357 -0.289 -0.142 0.290 0.092
H 0.288549 0.212615 -2.899237 -0.168 0.493 -0.155 0.075
H 0.571889 1.823405 -4.808447 0.579 -0.238 0.540 0.151
H -0.242681 -0.250175 -6.658417 -0.543 0.063 -0.304 0.131
H 0.514209 1.386315 -6.832897 0.236 -0.634 -0.271 0.131
C 1.212619 -1.921255 -0.844517 0.200 1.319 1.033 0.016
C 0.420299 -0.703115 -0.233447 -1.646 -2.578 -1.617 -0.341
C -0.125581 -0.898235 1.170843 1.460 -1.653 -0.788 -0.106
O 0.351029 0.224375 1.826243 -0.860 1.284 0.784 0.063
C 0.996149 1.065565 0.980793 1.239 2.555 3.024 -0.487
O 1.430189 2.133735 1.415083 -0.932 -3.014 -2.296 0.135
O 1.116539 0.475465 -0.212097 1.883 2.004 -0.128 0.092
H 1.538739 -1.665945 -1.852767 -0.233 -0.376 -0.083 0.070
H 0.704179 -2.880085 -0.743387 -0.639 0.298 -0.474 0.078
H 2.108609 -2.117265 -0.255537 0.258 0.450 0.156 0.070
H -0.458761 -0.467125 -0.833157 -0.036 -0.443 -0.613 0.133
H 0.426399 -1.733085 1.602623 -0.555 -0.409 0.305 0.128
H -1.197571 -1.077095 1.087453 -0.057 0.402 0.862 0.134
C 3.681339 -7.949405 -0.605077 -1.194 0.417 0.270 -0.005
C 3.090409 -6.953285 -1.559397 -3.415 0.047 0.095 -0.422
C 2.419749 -5.607565 -1.065177 1.390 -0.666 0.882 -0.024
O 3.398549 -4.629715 -1.477277 -2.008 1.194 2.176 0.085
C 4.300369 -5.135785 -2.222357 1.603 -2.709 -1.829 -0.549
O 5.206269 -4.565875 -2.742307 -0.087 -0.154 0.083 0.161
O 4.056869 -6.539815 -2.367297 3.369 3.314 -2.764 0.063
H 4.015169 -8.869795 -1.084187 -0.099 0.237 -0.258 0.093
H 2.820489 -8.184245 0.020933 0.579 -0.326 0.909 0.090
H 4.542389 -7.457325 -0.152807 -0.211 -0.258 0.628 0.101
H 2.242009 -7.303865 -2.147107 0.221 -1.215 -0.220 0.148
H 2.356379 -5.712515 0.017903 -0.117 0.847 0.117 0.131
H 1.483219 -5.271415 -1.510177 -0.002 -0.623 -0.019 0.128
C 2.321949 -4.178145 4.660593 0.519 0.986 -1.118 -0.022
C 2.684199 -2.917605 5.436693 -0.338 0.023 -2.203 -0.347
C 1.942009 -1.616275 4.871163 0.680 -2.902 -1.347 -0.113
O 1.262889 -1.131745 5.955663 -0.576 0.564 3.330 0.043
C 1.342209 -1.993665 7.064533 0.569 1.005 1.155 -0.400
O 0.864429 -1.783425 8.179293 1.351 -0.979 -4.007 0.129
O 2.184579 -3.038505 6.689373 -2.102 1.099 3.865 0.062
H 2.504169 -5.139645 5.140613 -0.024 0.322 0.268 0.088
H 2.990699 -4.078405 3.805643 -0.120 -0.543 -0.478 0.079
H 1.303859 -4.072185 4.285933 -0.104 -0.414 0.165 0.080
H 3.771459 -2.844645 5.461973 0.047 0.407 0.185 0.150
H 1.144979 -1.954865 4.209193 0.260 -0.093 -0.614 0.113
H 2.617009 -0.982685 4.295813 -0.150 0.602 0.675 0.128
C -4.061431 -1.769665 -1.767647 1.404 0.634 -0.631 -0.015
C -4.476771 -1.403465 -3.256667 -0.330 -2.242 2.327 -0.292
C -4.054311 -2.546085 -4.200757 -0.181 -1.057 0.307 -0.039
O -5.310101 -3.268175 -4.579717 2.171 0.883 0.064 0.088
C -6.285141 -2.461425 -4.280667 -4.882 2.765 -0.716 -0.489
O -7.425161 -2.441275 -4.797407 4.223 -0.443 2.344 0.103
O -5.885211 -1.479795 -3.310127 -1.264 -0.819 -2.135 0.037
H -4.275701 -2.756915 -1.358367 -0.532 -0.276 -0.845 0.090
H -4.291091 -1.123065 -0.920737 -0.528 0.609 -0.596 0.064
H -2.972641 -1.737005 -1.807117 0.414 -0.044 0.151 0.058
H -4.058741 -0.453235 -3.588917 -0.371 0.158 0.167 0.145
H -3.475801 -3.304395 -3.673117 0.215 0.182 -0.213 0.125
H -3.527321 -2.176905 -5.080587 -0.316 -0.291 -0.189 0.128
C 7.222359 0.535585 -0.339307 0.318 -0.463 -1.053 0.011
C 6.320999 -0.724585 -0.612037 1.320 2.238 0.691 -0.281
C 6.826689 -2.018805 -0.087487 1.378 0.116 0.370 -0.095
O 5.921309 -2.321465 0.980303 -0.714 -1.833 0.344 0.077
C 4.949679 -1.361275 1.076213 -1.874 -2.232 3.750 -0.553
O 3.971299 -1.309115 1.853673 3.103 -0.853 -2.340 0.094
O 5.318079 -0.445215 0.307803 -2.915 4.275 -2.265 0.086
H 8.200999 0.420805 -0.805337 0.086 0.093 0.107 0.084
H 7.312949 0.728515 0.729653 0.237 -0.803 0.137 0.098
H 6.810929 1.497765 -0.644327 -0.382 -0.305 -0.696 0.066
H 5.955329 -0.937905 -1.616467 -0.316 1.010 -0.080 0.160
H 7.826039 -1.864845 0.319593 0.006 -0.413 0.258 0.136
H 6.895109 -2.683095 -0.948957 -0.440 -0.929 0.739 0.133
C 4.337969 3.861785 -0.159677 0.176 1.077 0.066 -0.012
C 4.254009 3.574505 -1.693197 0.211 0.809 2.620 -0.249
C 3.249899 2.512135 -2.116837 1.319 1.970 -0.997 -0.057
O 2.142879 3.360065 -2.449127 -1.209 -3.662 0.571 0.072
C 2.493309 4.600305 -2.573317 -3.006 1.980 -0.209 -0.684
O 1.679949 5.436445 -2.852677 0.300 0.431 -0.469 0.151
O 3.728209 4.802675 -2.293457 3.247 -0.450 0.535 0.124
H 3.456119 4.182945 0.394663 -0.846 -0.375 -0.807 0.084
H 4.924739 4.778085 -0.095007 0.504 -0.086 0.060 0.080
H 4.771559 3.134585 0.526823 0.332 -0.482 -0.662 0.076
H 5.279379 3.425325 -2.031517 -0.213 -0.047 -0.357 0.141
H 3.114099 1.778125 -1.322557 -0.605 -0.006 -0.468 0.131
H 3.651859 2.206995 -3.082977 -0.335 -1.231 0.092 0.132
C -3.462421 5.720395 -1.690487 -0.891 -0.086 1.577 -0.009
C -2.678311 4.584845 -1.034407 1.430 -0.673 -1.778 -0.290
C -1.828101 3.686375 -1.941017 -0.343 -0.465 -1.388 -0.072
O -0.518411 3.605635 -1.338947 -0.952 -0.997 -1.126 0.081
C -0.478841 4.511255 -0.399537 2.053 1.532 1.957 -0.610
O 0.460329 4.748625 0.324473 -0.648 -0.460 -0.854 0.135
O -1.597891 5.217215 -0.343977 -1.323 0.663 1.138 0.087
H -4.422101 5.495645 -2.155887 0.283 -0.601 -0.257 0.084
H -2.921901 6.454775 -2.287677 0.408 -0.514 0.034 0.096
H -3.769841 6.205015 -0.763797 -0.164 0.771 -0.103 0.081
H -3.252581 3.888075 -0.423807 -0.344 0.768 0.658 0.151
H -1.822861 4.137725 -2.933157 0.751 0.055 -0.088 0.130
H -2.161831 2.661325 -2.102207 -0.237 0.083 0.325 0.122
C -6.582051 1.740215 2.958733 0.680 1.260 -0.561 -0.014
C -6.455971 0.259345 3.202773 -0.133 0.638 1.061 -0.352
C -7.176081 -0.573865 2.222713 -3.726 1.502 -0.410 -0.154
O -6.313351 -1.449035 1.618503 1.539 -1.592 -0.335 0.116
C -5.094111 -1.246955 2.137213 3.168 0.756 -0.325 -0.492
O -4.000271 -1.704525 1.807633 -3.204 0.351 0.460 0.107
O -5.161791 -0.250565 3.060733 1.634 -0.334 0.258 0.092
H -6.046811 2.412065 3.629723 -0.072 -0.469 0.665 0.077
H -7.612421 2.093325 2.916773 -0.173 -0.377 0.232 0.095
H -6.144001 2.076035 2.018823 -0.003 -0.563 -0.474 0.096
H -6.840701 0.034325 4.197483 0.376 0.006 0.271 0.154
H -7.611161 0.103445 1.487833 -0.037 -0.300 -0.471 0.140
H -8.021451 -1.016465 2.749553 0.086 -0.819 -0.443 0.144
C -1.570051 2.115405 4.086623 -0.166 -1.375 -0.251 -0.018
C -2.793251 2.968825 4.493183 2.195 -2.320 -2.247 -0.307
C -2.354141 4.133815 5.259663 0.230 -0.070 2.975 -0.174
O -2.844841 5.249405 4.632023 -0.717 1.611 -2.978 0.074
C -3.160501 4.897275 3.318333 -1.329 1.531 -1.919 -0.428
O -3.399131 5.642875 2.352353 0.978 -2.501 3.856 0.117
O -3.294151 3.537525 3.278173 -0.295 1.011 -0.353 0.061
H -1.884641 1.287365 3.451413 -0.374 -0.023 -0.136 0.072
H -1.097991 1.583185 4.912453 -0.126 0.310 0.485 0.090
H -0.753161 2.554565 3.513983 -0.273 0.854 0.149 0.091
H -3.496611 2.263625 4.935993 -0.450 0.568 0.044 0.152
H -1.270901 4.195485 5.364003 0.026 -0.017 -0.052 0.144
H -2.810751 4.065715 6.247073 0.274 0.339 0.287 0.142
```
Positions in Å, forces in eV/Å.

Summary:
energy: -103874.038 eV
SMILES: C[C@H]1COC(=O)O1.C[C@H]1COC(=O)O1.C[C@H]1COC(=O)O1.C[C@H]1COC(=O)O1.C[C@H]1COC(=O)O1.C[C@H]1COC(=O)O1.C[C@H]1COC(=O)O1.C[C@H]1COC(=O)O1.C[C@H]1COC(=O)O1.C[C@H]1COC(=O)O1
ΔE to the lowest compared entry with this formula, charge and spin: 744.1 kJ/mol
largest force on an atom: 0.1100 Eh/bohr
HOMO level: -9.84 eV
Kohn-Sham gap: 0.350 Eh
net charge: 0



2.
The following is a quantum chemistry calculation of one molecule with the formula C5H10N2O in a non-equilibrium geometry, from the Open Molecules 2025 dataset.

```
18
Properties=species:S:1:pos:R:3:forces:R:3:nbo_charge:R:1
C -1.300471 1.644831 -0.847692 -1.234 0.921 -1.467 -0.632
C -0.338119 0.749539 -0.192082 2.560 -0.683 1.281 -0.186
C 0.859185 1.262085 0.213606 -0.008 -0.948 1.331 0.064
N 1.902153 0.645697 1.020172 1.192 0.434 -0.541 -0.857
C -0.603725 -0.653752 0.141626 -1.168 -1.019 0.373 0.232
C -1.873581 -0.921986 1.049405 1.728 1.022 -1.401 -0.639
N 0.114009 -1.639797 -0.250762 -0.695 0.715 0.384 -0.170
O 1.146326 -1.206592 -1.120882 0.255 -1.268 0.189 -0.592
H -1.374451 2.613210 -0.311539 -0.003 -0.418 -0.493 0.217
H -1.013979 1.817503 -1.915102 0.015 0.174 0.785 0.223
H -2.330140 1.256505 -0.985157 0.533 -0.052 0.572 0.221
H 0.858265 2.328806 0.122565 0.850 0.595 0.061 0.182
H 2.250147 -0.306308 0.756405 -1.003 1.365 0.019 0.400
H 2.764555 1.211030 1.351476 -2.518 -0.864 -1.221 0.390
H -1.591771 -0.831981 2.106968 -0.138 -0.365 -0.308 0.230
H -2.381706 -1.841782 0.758927 0.121 0.083 0.345 0.230
H -2.462839 -0.036952 0.797165 -0.526 -0.366 0.326 0.213
H 1.538438 -2.082905 -1.289710 0.039 0.674 -0.234 0.476
```
Positions in Å, forces in eV/Å.

Summary:
energy: -10372.180 eV
SMILES: CC(=C/N)/C(C)=N\O
ΔE to the lowest compared entry with this formula, charge and spin: 301.6 kJ/mol
largest force on an atom: 0.0572 Eh/bohr
HOMO level: -7.99 eV
Kohn-Sham gap: 0.331 Eh
net charge: 0



3.
The following is a quantum chemistry calculation of one molecule with the formula C8H16BrCl3Si in a non-equilibrium geometry, from the Open Molecules 2025 dataset.

```
29
Properties=species:S:1:pos:R:3:forces:R:3:nbo_charge:R:1
Cl -0.692397 -2.231239 4.466906 0.234 0.493 -1.098 -0.359
Si -0.484570 -1.484159 2.504184 0.249 -0.319 0.378 1.461
Cl -1.361467 0.437014 2.509276 0.639 -1.152 -0.032 -0.361
Cl 1.571367 -1.377662 2.029827 -1.024 0.167 0.539 -0.367
C -1.327032 -2.677244 1.309176 -2.378 1.410 0.674 -0.904
C -1.872836 -1.985190 0.043452 1.933 0.715 -0.816 -0.399
C -0.645505 -1.566538 -0.890647 -0.256 0.814 1.055 -0.402
C -0.874935 -0.299818 -1.800291 0.848 -1.420 0.451 -0.395
C -0.538022 1.040627 -1.219270 -1.671 0.396 0.657 -0.408
C 0.903938 1.172570 -0.961805 2.251 0.606 -0.006 -0.407
C 1.122624 2.414337 -0.077359 1.425 -0.701 -1.077 -0.432
C 2.631679 2.611509 0.142008 -0.291 1.168 1.473 -0.401
Br 3.429049 3.391884 -1.507734 -0.095 -0.403 0.707 -0.046
H -2.147470 -3.174414 1.880945 0.410 0.500 -0.232 0.255
H -0.737789 -3.456147 0.974572 1.830 -1.638 -0.262 0.248
H -2.640304 -2.556076 -0.491010 0.231 0.078 0.188 0.216
H -2.236259 -1.025431 0.324651 -1.092 0.662 0.242 0.202
H -0.314909 -2.386305 -1.488120 -0.024 -0.748 -0.616 0.206
H 0.229393 -1.404513 -0.217609 -0.645 0.118 -0.466 0.196
H -1.893145 -0.315539 -2.097716 -0.987 -0.083 -0.696 0.204
H -0.201742 -0.390032 -2.664950 -0.479 -0.245 -0.115 0.203
H -0.927862 1.844846 -1.886334 0.453 -0.468 0.256 0.211
H -1.058795 1.237841 -0.247038 0.101 -0.393 -0.633 0.194
H 1.328341 0.290472 -0.396109 -0.532 0.799 -0.607 0.201
H 1.533210 1.262576 -1.920234 -0.982 -0.132 1.244 0.215
H 0.691030 3.296237 -0.524591 0.006 0.376 -0.437 0.211
H 0.554363 2.294553 0.822765 0.103 -0.285 0.978 0.215
H 2.811278 3.372474 0.976937 -0.006 -1.032 -1.304 0.224
H 3.148768 1.663367 0.406117 -0.251 0.719 -0.448 0.219
```
Positions in Å, forces in eV/Å.

Summary:
energy: -124047.431 eV
SMILES: Cl[Si](Cl)(Cl)CCCCCCCCBr
ΔE to the lowest compared entry with this formula, charge and spin: 0.0 kJ/mol
largest force on an atom: 0.0553 Eh/bohr
HOMO level: -9.97 eV
Kohn-Sham gap: 0.380 Eh
net charge: 0